# 1
12
Properties=species:S:1:pos:R:3 method="wB97M-V/def2-TZVPD" lumo_ev=0.9 largest_force_ha_per_bohr=0.0506 smiles="CN(C=O)OC=O" e_above_lowest_kcal_mol=71.8 total_charge=0
C -0.360 1.805 0.281
N 0.328 0.746 -0.348
C 1.399 0.036 0.210
O 1.670 -1.085 -0.069
O -0.612 -0.078 -1.055
C -1.239 -0.921 -0.163
O -1.028 -0.867 1.031
H -1.008 2.188 -0.531
H -0.902 1.469 1.194
H 0.448 2.598 0.562
H 2.050 0.736 0.743
H -1.932 -1.488 -0.748

# 2
72
Properties=species:S:1:pos:R:3 method="wB97M-V/def2-TZVPD" lumo_ev=0.7 largest_force_ha_per_bohr=0.0788 smiles="CCOP(=O)(OCC)OCC.CCOP(=O)(OCC)OCC.COC(=O)CCOC(C)=O" total_charge=0
C -2.874 -1.467 1.740
C -1.693 -2.376 2.018
O -0.625 -2.171 1.083
P 0.372 -0.949 1.272
O 1.075 -0.985 2.560
O 1.452 -1.320 0.130
C 2.859 -1.229 0.388
C 3.461 -2.601 0.568
O -0.392 0.180 0.471
C 0.335 1.341 0.003
C 0.362 1.318 -1.504
H -2.619 -0.423 1.926
H -3.717 -1.734 2.378
H -3.177 -1.546 0.695
H -1.323 -2.239 3.037
H -1.989 -3.419 1.911
H 3.056 -0.609 1.261
H 3.306 -0.730 -0.476
H 2.963 -3.133 1.381
H 4.523 -2.523 0.797
H 3.340 -3.204 -0.334
H 1.344 1.367 0.420
H -0.196 2.221 0.365
H 0.935 0.469 -1.874
H 0.808 2.233 -1.897
H -0.650 1.222 -1.900
C -5.246 5.060 -5.325
C -4.326 4.293 -4.395
O -4.812 2.969 -4.127
P -4.580 1.812 -5.188
O -3.162 1.577 -5.475
O -5.093 0.553 -4.309
C -4.363 -0.675 -4.272
C -3.631 -0.817 -2.957
O -5.871 1.969 -6.087
C -6.301 0.862 -6.913
C -7.623 0.349 -6.396
H -5.248 4.623 -6.325
H -4.924 6.098 -5.405
H -6.271 5.031 -4.955
H -3.314 4.238 -4.803
H -4.268 4.792 -3.429
H -3.669 -0.744 -5.110
H -5.095 -1.479 -4.385
H -2.958 0.026 -2.798
H -3.049 -1.739 -2.930
H -4.339 -0.827 -2.127
H -5.548 0.071 -6.929
H -6.408 1.241 -7.929
H -7.509 -0.079 -5.401
H -8.021 -0.415 -7.064
H -8.342 1.165 -6.320
C 4.094 0.100 5.339
O 5.115 0.413 4.382
C 5.691 -0.642 3.720
O 5.336 -0.896 2.604
C 6.811 -1.415 4.387
C 6.413 -2.291 5.585
O 7.483 -2.359 6.546
C 7.302 -1.553 7.648
C 7.402 -0.063 7.432
O 7.074 -2.047 8.712
H 4.527 -0.216 6.289
H 3.569 1.033 5.528
H 3.387 -0.629 4.942
H 7.554 -0.692 4.725
H 7.270 -2.033 3.620
H 5.515 -1.952 6.097
H 6.246 -3.316 5.265
H 8.438 0.230 7.261
H 6.998 0.462 8.292
H 6.809 0.223 6.560

# 3
88
Properties=species:S:1:pos:R:3 method="wB97M-V/def2-TZVPD" lumo_ev=-9.9 largest_force_ha_per_bohr=0.0067 e_above_lowest_kcal_mol=0.0 total_charge=+3
W 0.786 0.021 0.739
O 2.292 -0.345 -0.601
C 2.448 -1.330 -1.470
C 2.995 -1.102 -2.736
C 3.177 -2.165 -3.593
C 2.853 -3.485 -3.230
C 2.349 -3.727 -1.984
C 2.121 -2.650 -1.093
C 1.745 -2.898 0.235
N 1.365 -2.025 1.137
C 1.438 -2.556 2.523
C 1.682 -1.348 3.383
N 0.638 -0.439 2.901
C -0.339 -0.212 3.712
C -1.609 0.343 3.375
C -2.552 0.641 4.369
C -3.822 1.038 4.010
C -4.177 1.091 2.660
C -3.268 0.772 1.664
C -1.976 0.421 2.029
O -1.094 0.082 1.071
H 3.219 -0.094 -3.045
H 3.584 -1.976 -4.578
H 3.024 -4.296 -3.924
H 2.115 -4.735 -1.662
H 1.836 -3.927 0.580
H 2.245 -3.281 2.604
H 0.491 -3.034 2.786
H 2.667 -0.923 3.207
H 1.562 -1.558 4.444
H -0.208 -0.532 4.745
H -2.277 0.552 5.413
H -4.553 1.275 4.771
H -5.187 1.370 2.387
H -3.541 0.791 0.617
C 3.892 3.953 -0.296
C 3.459 2.492 -0.462
O 4.399 1.798 -1.278
P 3.659 1.628 1.150
O 5.025 0.892 1.063
O 3.753 2.610 2.359
O 2.526 0.679 1.540
P 1.812 2.388 -1.350
O 1.159 3.834 -1.251
O 2.119 1.943 -2.716
O 0.751 1.583 -0.530
H 4.913 3.997 0.086
H 3.225 4.504 0.365
H 3.902 4.434 -1.274
H 4.029 1.752 -2.178
H 5.327 0.773 0.140
H 4.607 3.036 2.530
H 1.341 4.395 -2.018
O -0.168 -0.826 -0.812
S -0.491 -1.631 -2.111
C -1.840 -0.727 -2.796
C -3.169 -0.952 -2.453
C -4.147 -0.182 -3.061
C -3.794 0.791 -3.990
C -2.461 1.004 -4.324
C -1.472 0.238 -3.732
C -1.216 -3.118 -1.495
C -1.779 -3.182 -0.226
C -2.334 -4.383 0.188
C -2.327 -5.486 -0.660
C -1.759 -5.402 -1.925
C -1.185 -4.212 -2.350
H -3.441 -1.732 -1.754
H -5.188 -0.359 -2.829
H -4.567 1.373 -4.474
H -2.198 1.748 -5.064
H -0.429 0.378 -3.996
H -1.788 -2.307 0.411
H -2.785 -4.460 1.168
H -2.769 -6.418 -0.334
H -1.757 -6.263 -2.578
H -0.728 -4.140 -3.330
C -2.501 4.970 2.304
N -1.432 4.010 2.566
C -0.894 3.227 1.648
N -1.398 3.189 0.428
S 0.517 2.324 2.132
H -2.680 5.541 3.210
H -3.425 4.456 2.033
H -2.211 5.664 1.514
H -1.040 3.960 3.494
H -2.186 3.762 0.169
H -0.886 2.702 -0.294

# 4
74
Properties=species:S:1:pos:R:3 method="wB97M-V/def2-TZVPD" lumo_ev=-0.6 largest_force_ha_per_bohr=0.0280 total_charge=0
Ru -1.069 -1.137 0.625
O -0.977 -3.310 0.914
C -0.376 -2.805 1.905
C 1.069 -2.978 2.194
C 1.554 -4.093 2.874
C 2.895 -4.141 3.210
C 3.743 -3.089 2.877
C 3.259 -1.998 2.175
C 1.915 -1.945 1.820
P 1.142 -0.733 0.691
C 2.122 -1.190 -0.783
C 1.537 -2.120 -1.645
C 2.225 -2.580 -2.754
C 3.514 -2.125 -3.007
C 4.106 -1.220 -2.142
C 3.416 -0.754 -1.028
C 1.876 0.805 1.365
C 1.899 0.906 2.758
C 2.397 2.038 3.381
C 2.885 3.090 2.621
C 2.875 2.997 1.236
C 2.373 1.865 0.611
H 0.879 -4.893 3.152
H 3.283 -4.999 3.745
H 4.787 -3.128 3.161
H 3.925 -1.190 1.900
H 0.538 -2.481 -1.432
H 1.762 -3.298 -3.420
H 4.056 -2.485 -3.873
H 5.115 -0.874 -2.332
H 3.891 -0.046 -0.358
H 1.504 0.095 3.359
H 2.397 2.100 4.462
H 3.273 3.979 3.104
H 3.259 3.813 0.636
H 2.371 1.810 -0.468
C -3.870 1.243 1.764
Si -2.382 1.815 0.755
C -2.948 3.360 -0.172
C -1.116 2.419 1.998
C -1.662 0.510 -0.456
C -0.844 1.149 -1.538
C -1.429 1.965 -2.523
C -0.674 2.414 -3.589
C 0.665 2.051 -3.676
C 1.175 1.269 -2.660
N 0.453 0.843 -1.625
Si -3.057 -0.503 -1.287
C -2.401 -1.354 -2.831
C -4.578 0.498 -1.779
C -3.704 -1.838 -0.095
H -4.451 2.125 2.049
H -3.559 0.739 2.680
H -4.548 0.574 1.237
H -3.327 4.057 0.582
H -3.753 3.193 -0.896
H -2.109 3.838 -0.684
H -1.588 3.211 2.592
H -0.220 2.837 1.529
H -0.805 1.627 2.676
H -2.474 2.227 -2.450
H -1.129 3.033 -4.353
H 1.288 2.362 -4.503
H 2.217 0.949 -2.667
H -2.276 -0.652 -3.660
H -3.087 -2.140 -3.156
H -1.427 -1.813 -2.634
H -4.363 1.291 -2.498
H -5.083 0.947 -0.922
H -5.279 -0.194 -2.258
H -2.994 -2.596 0.243
H -4.441 -2.386 -0.693
H -4.220 -1.449 0.783
Te -1.422 -1.510 3.187

| no. | Kohn-Sham gap (eV) |
| --- | --- |
| 1 | 10.9430 |
| 2 | 10.9452 |
| 3 | 6.3395 |
| 4 | 6.7115 |